1.
{
  "formula": "C13H12O3S",
  "method": "wB97M-V/def2-TZVPD",
  "e_lumo_ev": -1.0,
  "smiles": "CCOCc1cc(S)cc2c1C(=O)C=CC2=O",
  "total_charge": 0,
  "species": ["C", "H", "O", "H", "O", "C", "H", "H", "H", "C", "H", "H", "O", "C", "H", "H", "C", "H", "C", "C", "H", "C", "C", "H", "C", "C", "C", "C", "S"],
  "coordinates": [[0.25, 3.30, -0.49], [-0.08, 0.80, -3.66], [0.26, -1.11, 2.08], [0.46, -2.72, -1.26], [0.82, 3.16, -2.76], [1.10, -1.55, 1.05], [-1.59, -2.21, -3.74], [-0.22, 4.27, -0.54], [-1.49, -1.01, 3.94], [-1.90, -0.76, 2.97], [0.49, 3.29, 1.62], [-2.95, -1.00, 2.89], [2.12, 1.18, 1.51], [0.82, -0.87, -0.28], [-1.24, -2.53, 1.90], [-1.80, 0.32, 2.81], [0.61, 2.78, 0.68], [-1.46, -1.10, 0.91], [0.86, 0.53, -0.40], [0.54, 2.58, -1.74], [2.12, -1.32, 1.34], [1.27, 1.45, 0.70], [0.48, -1.65, -1.38], [1.05, -2.64, 0.92], [0.52, 1.10, -1.63], [-1.09, -1.45, 1.88], [0.15, -1.06, -2.60], [0.17, 0.32, -2.72], [-0.28, -2.10, -3.99]]
}

***

2.
{
  "formula": "C13H12OSi",
  "method": "wB97M-V/def2-TZVPD",
  "e_lumo_ev": [0.1, -0.5],
  "relative_energy_kj_mol": 0.0,
  "total_charge": 0,
  "species": ["C", "C", "C", "C", "H", "H", "C", "C", "H", "H", "H", "H", "H", "H", "Si", "H", "H", "C", "C", "C", "C", "C", "O", "C", "H", "C", "H"],
  "coordinates": [[1.48, -0.30, 0.93], [-0.58, 2.63, -0.01], [3.80, 0.09, 0.66], [3.45, 1.11, -0.18], [3.00, -1.42, 1.85], [-3.94, 2.49, 0.06], [-2.70, 0.86, -0.02], [-1.90, 3.09, 0.03], [-0.07, -2.03, -2.11], [0.64, -0.65, 1.51], [4.14, 1.88, -0.53], [-3.51, 0.11, -0.13], [-1.31, -3.34, -1.70], [0.19, 3.35, -0.08], [-1.26, -1.51, -0.03], [-1.81, -1.96, -2.67], [-3.16, -2.45, 0.88], [-1.44, 0.35, 0.02], [-0.33, 1.23, 0.05], [-1.13, -2.31, -1.77], [2.76, -0.56, 1.26], [-2.97, 2.22, 0.10], [-2.23, -2.39, 0.94], [2.12, 1.41, -0.52], [-2.14, 4.14, 0.00], [1.08, 0.86, 0.14], [4.85, -0.14, 0.96]]
}

***

3.
{
  "formula": "C13H13BN2O3S",
  "method": "wB97M-V/def2-TZVPD",
  "e_lumo_ev": 0.5,
  "smiles": "OB1OCc2ccc(NC(=S)NCc3ccco3)cc21",
  "relative_energy_kj_mol": 0.0,
  "total_charge": 0,
  "species": ["H", "C", "O", "H", "C", "C", "H", "H", "H", "O", "H", "C", "O", "H", "S", "C", "H", "H", "C", "C", "H", "H", "C", "C", "H", "B", "C", "C", "H", "C", "N", "N", "C"],
  "coordinates": [[1.26, -0.55, 0.11], [4.74, -0.29, -0.17], [-5.20, 1.67, 0.29], [3.90, -2.78, -0.80], [-0.79, -0.17, -0.14], [3.54, -0.94, 0.12], [2.41, -2.76, 0.18], [-1.83, 0.00, -2.00], [5.51, -0.62, -0.87], [2.79, -0.24, 1.02], [-4.95, 0.68, 2.07], [-3.01, 0.68, -0.39], [-4.95, 1.35, -2.12], [3.11, 1.69, 1.90], [0.01, -1.25, -3.10], [3.48, 0.89, 1.26], [-0.09, -0.21, 1.84], [-5.87, 1.67, -2.11], [-0.93, 0.00, 1.25], [3.02, -2.17, -0.51], [-4.23, 2.29, 2.02], [-2.12, 0.70, 2.89], [-2.03, 0.54, 1.81], [-4.41, 1.38, 1.44], [2.42, -2.46, -2.48], [-4.43, 1.22, -0.80], [-1.87, 0.12, -0.94], [-3.11, 0.84, 0.99], [5.42, 1.68, 0.59], [4.68, 0.90, 0.59], [2.14, -1.91, -1.67], [0.50, -0.64, -0.57], [0.91, -1.30, -1.70]]
}

***

4.
{
  "formula": "C13H13I2N2O2P",
  "method": "wB97M-V/def2-TZVPD",
  "e_lumo_ev": -7.2,
  "total_charge": 2,
  "species": ["O", "C", "H", "H", "H", "P", "C", "N", "H", "C", "C", "H", "O", "C", "I", "H", "C", "C", "N", "H", "C", "H", "I", "C", "C", "C", "H", "C", "H", "H", "H", "C", "H"],
  "coordinates": [[1.75, 4.72, 3.96], [-1.50, -0.89, -1.46], [-4.52, -4.76, -2.87], [0.46, -3.49, -0.97], [3.48, 2.92, 0.78], [3.07, 3.95, 3.43], [0.24, -0.29, 0.08], [-1.00, -2.13, -1.56], [0.81, 2.32, 3.90], [0.72, -1.59, -0.04], [2.00, 1.40, 0.40], [-3.66, -3.93, -4.14], [3.59, 4.89, 2.23], [-2.87, -3.55, -2.24], [-3.92, -3.05, -0.50], [1.60, -1.89, 0.51], [1.12, 2.04, 2.90], [-3.53, -4.47, -3.20], [2.17, 2.68, 2.38], [2.38, 1.17, -0.58], [-0.90, 0.05, -0.64], [-0.38, 0.54, 2.63], [-0.47, -3.56, -4.12], [0.90, 0.73, 0.92], [0.46, 1.05, 2.19], [-1.65, -3.07, -2.45], [-2.91, -5.34, -3.41], [0.09, -2.49, -0.87], [1.12, 4.91, 3.25], [-1.30, 1.05, -0.56], [2.88, 5.46, 1.90], [2.63, 2.38, 1.15], [-2.36, -0.64, -2.05]]
}

***

5.
{
  "formula": "C13H13N",
  "method": "wB97M-V/def2-TZVPD",
  "e_lumo_ev": 0.6,
  "relative_energy_kj_mol": 267.9,
  "total_charge": 0,
  "species": ["H", "H", "C", "H", "C", "C", "C", "C", "H", "C", "C", "H", "H", "C", "N", "H", "C", "C", "H", "H", "H", "C", "H", "C", "H", "H", "C"],
  "coordinates": [[-0.36, 2.40, 0.39], [0.00, 1.06, 3.11], [-0.19, -0.62, 0.92], [-0.70, 0.81, -1.25], [-1.30, 0.17, 1.65], [2.26, 0.74, 0.20], [-0.21, -2.43, -0.73], [0.43, -1.55, 1.80], [-1.30, 2.15, 2.88], [-0.64, -0.76, -2.85], [-0.62, 1.47, 2.39], [0.79, 2.89, 1.63], [0.14, -2.33, -4.06], [1.07, 1.02, 0.68], [0.81, -2.41, 2.46], [-1.01, 0.06, -3.57], [-0.05, -2.92, -2.02], [-0.68, -0.23, -1.55], [-1.67, -0.31, 2.59], [-2.07, 0.57, 0.88], [-0.05, -3.17, 0.06], [-0.24, -2.07, -3.09], [0.03, -4.03, -2.07], [0.23, 2.03, 1.31], [2.88, 1.57, 0.01], [2.58, -0.25, -0.19], [-0.40, -1.12, -0.44]]
}

***

6.
{
  "formula": "C13H13N7O5Rh",
  "method": "wB97M-V/def2-TZVPD",
  "e_lumo_ev": -3.2,
  "relative_energy_kj_mol": 0.0,
  "total_charge": 1,
  "species": ["Rh", "N", "N", "C", "C", "H", "N", "H", "C", "H", "C", "H", "H", "H", "O", "C", "N", "N", "C", "O", "H", "C", "H", "H", "C", "N", "C", "H", "H", "C", "O", "N", "C", "H", "O", "C", "O", "C", "H"],
  "coordinates": [[-0.03, -0.77, -0.52], [0.52, -3.59, 0.43], [-2.72, 2.01, 0.57], [-1.75, 2.97, 0.36], [1.75, 0.64, 1.05], [0.20, 2.78, -0.64], [-4.05, -0.94, 0.23], [-4.94, -2.89, 0.04], [2.74, 1.55, 1.32], [-1.89, 3.99, 0.68], [-2.81, -0.48, -0.02], [1.93, -2.33, -0.14], [3.92, 1.83, -1.89], [4.64, 3.12, 1.33], [-0.14, -0.75, 1.51], [3.56, 1.97, 0.26], [-1.05, 1.04, -0.47], [0.97, -2.53, -0.43], [2.32, 0.58, -1.23], [4.55, 2.85, 0.41], [-4.83, -0.41, 0.57], [-4.06, -2.28, -0.07], [1.05, -2.86, -1.39], [0.28, -3.15, 1.31], [-2.81, -2.58, -0.51], [-2.04, -1.45, -0.48], [-0.72, 2.36, -0.28], [2.86, 1.92, 2.33], [-2.44, -3.52, -0.87], [0.68, 0.15, 2.03], [2.41, 0.22, -3.58], [1.61, 0.16, -0.18], [1.81, 0.00, -2.56], [-3.58, 2.15, 1.06], [0.62, 0.59, 3.14], [3.33, 1.49, -1.05], [0.72, -0.72, -2.43], [-2.25, 0.86, 0.05], [-0.33, -3.97, 0.03]]
}

***

7.
{
  "formula": "C13H13OS",
  "method": "wB97M-V/def2-TZVPD",
  "e_lumo_ev": -4.8,
  "relative_energy_kj_mol": 117.8,
  "total_charge": 1,
  "species": ["S", "C", "C", "H", "O", "C", "C", "C", "H", "H", "C", "C", "H", "H", "H", "H", "C", "C", "H", "H", "C", "C", "C", "C", "H", "H", "H", "H"],
  "coordinates": [[-0.56, -1.03, 1.06], [2.14, -2.92, -1.16], [-2.25, -1.75, 0.84], [1.43, -0.49, -3.28], [-0.01, -1.47, 2.27], [1.27, -1.11, -2.47], [0.02, 1.83, 1.94], [0.34, -0.94, -1.50], [2.94, -3.67, -1.16], [-1.43, 4.02, -1.00], [1.23, -2.71, -0.18], [-1.02, 3.40, -0.15], [-2.91, -1.26, 1.54], [-0.25, -0.07, -1.68], [0.74, 3.70, 2.79], [1.34, -3.28, 0.68], [0.36, -1.62, -0.31], [2.20, -2.12, -2.33], [0.49, 1.23, 2.73], [-2.36, -2.88, 1.15], [-1.27, 2.01, -0.12], [-0.76, 1.35, 0.99], [0.26, 3.24, 1.86], [-0.17, 3.93, 0.80], [-2.56, -1.56, -0.16], [-1.94, 1.60, -0.80], [2.77, -2.40, -3.10], [-0.05, 4.96, 0.74]]
}

***

8.
{
  "formula": "C13H14AuCl2ErN2O4",
  "method": "wB97M-V/def2-TZVPD",
  "e_lumo_ev": [-14.1, -16.4],
  "multiplicity": 6,
  "total_charge": 4,
  "species": ["N", "C", "O", "C", "H", "H", "O", "C", "N", "C", "C", "Er", "H", "H", "C", "Cl", "C", "C", "H", "H", "C", "C", "H", "O", "H", "H", "O", "Au", "H", "C", "H", "H", "Cl", "H", "C", "C", "H"],
  "coordinates": [[-1.01, 0.43, -0.61], [3.16, 0.41, 3.93], [-4.04, 3.71, -7.75], [3.06, -0.86, 3.11], [0.40, -2.46, 0.34], [4.00, -1.04, 2.59], [-0.11, -1.35, -4.01], [-0.08, 0.34, 0.38], [2.02, -0.80, 2.08], [0.72, -0.66, 2.55], [1.44, -2.72, 0.54], [0.21, 1.55, -2.03], [2.26, 0.55, 4.53], [3.31, 1.28, 3.28], [-2.61, -0.70, 0.76], [2.60, 1.47, -1.58], [0.01, -0.40, -3.37], [-1.66, -0.82, 1.78], [3.36, -1.80, 0.88], [1.48, -3.42, 1.38], [2.30, -1.50, 0.83], [-0.36, -0.37, 1.54], [0.88, 0.88, 0.23], [-6.66, 3.91, -5.49], [4.02, 0.33, 4.60], [-1.90, -1.26, 2.75], [0.44, -0.71, 3.75], [-3.72, 3.18, -4.69], [-3.63, -1.07, 0.89], [-2.25, -0.11, -0.44], [1.84, -3.23, -0.34], [2.85, -1.71, 3.79], [-2.14, 2.60, -3.07], [2.23, -0.78, -0.01], [-3.97, 3.51, -6.62], [-5.57, 3.63, -5.21], [-2.92, 0.01, -1.29]]
}

***

9.
{
  "formula": "C13H14F3FeNO3",
  "method": "wB97M-V/def2-TZVPD",
  "e_lumo_ev": [0.6, -2.8],
  "relative_energy_kj_mol": 0.0,
  "multiplicity": 5,
  "total_charge": 0,
  "species": ["C", "H", "H", "H", "H", "C", "H", "H", "H", "Fe", "H", "F", "C", "C", "H", "C", "H", "F", "O", "C", "H", "H", "C", "H", "H", "F", "C", "O", "C", "C", "C", "O", "C", "C", "N"],
  "coordinates": [[-0.80, 2.22, -0.26], [-0.20, 2.95, 0.28], [0.22, 2.12, -2.28], [-0.73, -2.12, 1.26], [2.06, 0.20, 1.91], [-0.06, -0.19, 1.82], [-0.36, 0.82, 2.11], [-1.73, 0.34, -2.94], [-2.06, -0.84, 1.36], [-0.50, 0.10, -0.32], [-2.43, 1.68, 1.21], [1.08, -1.07, 7.66], [-1.62, 0.85, -1.97], [1.35, -0.60, 2.14], [-1.29, -2.52, 3.76], [-0.60, -1.56, -1.18], [-2.64, -2.54, 4.92], [1.76, -2.95, 6.76], [2.46, 0.37, -0.78], [-1.98, 1.54, 0.23], [-2.05, -4.07, 4.20], [1.46, -0.84, 3.20], [-0.30, -2.11, 6.08], [1.64, -1.47, 1.55], [-3.37, 0.05, -0.76], [0.11, -2.96, 8.21], [1.34, 0.26, -0.61], [-0.54, -1.01, 5.64], [-2.48, 0.68, -0.82], [-0.59, 1.80, -1.63], [0.70, -2.28, 7.22], [-0.67, -2.58, -1.69], [-1.76, -3.08, 4.56], [-1.00, -1.09, 1.44], [-0.87, -3.21, 5.59]]
}

***

10.
{
  "formula": "C13H14F3IN2O3PdS",
  "method": "wB97M-V/def2-TZVPD",
  "e_lumo_ev": [-1.3, -1.5],
  "relative_energy_kj_mol": 0.0,
  "multiplicity": 3,
  "total_charge": 0,
  "species": ["C", "H", "O", "C", "Pd", "C", "F", "H", "C", "C", "H", "H", "F", "C", "H", "H", "I", "H", "H", "F", "N", "O", "H", "H", "O", "C", "H", "C", "C", "H", "N", "S", "C", "C", "H", "C", "C", "H"],
  "coordinates": [[-1.18, 3.96, -0.28], [3.50, -2.14, -2.55], [1.71, -0.05, 3.37], [0.77, 3.59, -1.62], [-0.25, -0.12, -0.10], [0.85, 2.26, -1.18], [-1.15, -0.46, 4.54], [-2.50, -3.84, -0.56], [-1.12, 2.64, 0.11], [2.14, -1.16, -1.28], [-0.30, 5.47, -1.49], [-2.44, -4.33, 1.24], [-1.28, -2.31, 3.36], [3.42, 0.01, -2.89], [1.51, 3.93, -2.31], [4.22, -0.01, -3.65], [-1.46, -0.77, -2.50], [-2.73, -1.66, 0.34], [-1.96, 4.55, 0.13], [0.30, -2.07, 4.88], [1.56, -0.01, -1.00], [1.00, -1.73, 1.64], [-3.43, -2.20, 1.87], [-1.35, -3.13, 0.73], [-0.30, 0.34, 1.97], [-3.31, -2.42, 0.80], [1.76, -1.99, -0.71], [-2.41, -3.53, 0.51], [1.78, 1.18, -1.57], [-1.80, 2.10, 0.75], [-0.14, 1.89, -0.36], [0.67, -0.67, 2.58], [3.08, -1.20, -2.29], [-0.23, 4.43, -1.17], [3.02, 2.13, -3.00], [-0.42, -1.42, 3.93], [2.78, 1.19, -2.54], [-4.29, -2.45, 0.29]]
}

***

11.
{
  "formula": "C13H14F3N3O4S2",
  "method": "wB97M-V/def2-TZVPD",
  "e_lumo_ev": -0.1,
  "smiles": "CC(=O)N1CSC[C@@H]1C(=O)NNS(=O)(=O)c1cccc(C(F)(F)F)c1",
  "relative_energy_kj_mol": 266.6,
  "total_charge": 0,
  "species": ["H", "C", "H", "O", "C", "H", "C", "C", "C", "C", "H", "H", "S", "F", "C", "C", "H", "C", "H", "O", "N", "H", "H", "H", "O", "F", "N", "H", "F", "H", "C", "C", "O", "H", "H", "N", "C", "C", "S"],
  "coordinates": [[2.03, 0.50, 4.16], [-2.09, -0.46, -3.85], [0.33, 0.97, -4.62], [-3.06, 2.89, 0.37], [-1.23, 0.70, -3.13], [-2.60, -0.04, 0.49], [0.21, 2.41, -1.53], [-0.08, 1.25, -3.63], [2.09, -0.12, 1.28], [1.57, -1.49, 3.28], [3.40, -0.73, 4.11], [1.57, -2.84, -0.68], [2.12, -0.41, -0.50], [-2.43, 0.12, -4.99], [0.98, -1.92, -0.44], [0.56, -2.03, 1.04], [1.76, 2.47, -3.16], [0.72, 2.12, -2.83], [3.04, 0.15, 1.64], [-0.93, 2.94, 1.51], [1.53, -1.31, 1.90], [-0.44, -0.01, 2.40], [0.63, -3.07, 1.26], [1.46, 0.62, 1.72], [-1.83, -1.95, 0.44], [-1.30, -1.53, -4.07], [-2.14, 0.50, 1.22], [2.03, -0.92, 5.23], [-3.12, -0.95, -3.20], [-2.72, 0.78, -1.64], [2.33, -0.56, 4.21], [-1.02, 1.93, -1.04], [0.89, -2.36, 3.64], [0.36, -2.02, -1.29], [0.84, 3.13, -0.97], [-1.11, -0.39, 1.72], [-1.70, 1.05, -1.83], [-0.87, -1.61, 1.17], [-1.78, 2.17, 0.60]]
}

***

12.
{
  "formula": "C13H14IIrN2O2",
  "method": "wB97M-V/def2-TZVPD",
  "e_lumo_ev": -0.4,
  "relative_energy_kj_mol": 0.0,
  "total_charge": 0,
  "species": ["H", "H", "N", "H", "C", "H", "C", "H", "H", "C", "H", "H", "O", "H", "Ir", "C", "C", "C", "C", "C", "C", "H", "O", "H", "I", "H", "C", "H", "C", "N", "C", "C", "H"],
  "coordinates": [[-1.27, 4.58, -3.05], [-1.32, -3.26, 4.64], [0.32, 0.53, -0.79], [3.01, 0.29, -0.84], [0.49, -3.94, 3.72], [1.76, 2.43, -3.14], [-0.60, -3.09, 3.85], [-3.83, 0.88, -1.21], [2.28, -4.36, 2.61], [1.25, -2.65, 1.84], [-1.62, -1.36, 3.07], [0.62, -4.77, 4.39], [-1.07, 0.11, 1.25], [-0.49, 3.86, -4.46], [-1.36, 1.35, -0.30], [0.15, -1.81, 1.96], [2.50, 0.27, -1.80], [-0.07, -0.69, 1.00], [0.94, 2.08, -2.55], [-3.23, 0.84, -0.30], [1.17, 0.97, -1.71], [3.12, 0.74, -2.56], [-1.35, 2.28, -2.13], [2.34, -0.78, -2.05], [-3.43, 2.77, 0.69], [-3.52, 0.07, 0.41], [-0.27, 2.75, -2.63], [0.51, 4.65, -3.24], [-0.38, 4.04, -3.39], [0.73, -0.56, -0.01], [-0.77, -2.03, 2.98], [1.42, -3.71, 2.71], [1.97, -2.46, 1.04]]
}